# 1
C26H33FN4O3 in the gas phase at a distorted geometry, computed with ωB97M-V/def2-TZVPD.

Output
DFT total energy, eV: -42294.98143
E_HOMO, eV: -7.053
LUMO level, Ha: -0.00131

```
! RIJCOSX wB97M-V def2-TZVPD def2/J DEFGRID3
* xyz 0 1
O -1.6698 -1.0712 1.7492
C -1.1838 -2.2296 1.4983
N -1.9325 -3.2287 1.4820
H -1.5545 -4.2130 1.2522
C -3.5041 -3.4940 1.4464
H -3.8766 -2.4146 2.0081
H -3.9328 -4.1964 2.4952
C -4.1999 -3.5842 0.1139
C -3.7812 -2.5868 -0.8951
C -2.8687 -3.0067 -1.7911
C -2.4531 -1.8195 -2.8080
C -2.7150 -0.4700 -2.5182
C -4.0114 -0.5671 -2.0156
C -4.1911 -1.1116 -0.5879
H -5.2728 -1.2206 -0.4508
H -3.7106 -0.7634 0.3080
H -4.2012 0.5068 -1.6518
H -4.7764 -0.7823 -2.5812
H -2.3099 0.2047 -3.3249
H -1.9438 -0.2713 -1.4954
H -1.3780 -2.2158 -3.0890
H -3.0300 -2.1252 -3.6157
H -2.5861 -3.8737 -1.8222
H -3.9743 -4.5657 0.0950
H -5.2652 -3.3881 0.1169
C 0.2290 -2.5151 1.2835
O 0.5442 -3.8360 0.9830
N 0.9440 -1.2973 1.4726
H 0.3196 -0.6479 1.8434
C 2.3661 -1.4581 1.3922
H 2.7310 -2.3112 1.4644
H 2.7368 -0.7455 1.9105
C 2.7667 -0.9843 -0.1047
C 4.2110 -1.1543 -0.2601
C 5.0144 -0.4999 -1.1542
C 6.4147 -0.5657 -0.7511
C 6.2920 -1.5324 0.1534
O 4.9723 -1.6788 0.9341
H 6.9796 -1.9723 0.9612
H 7.1587 -0.3470 -1.1910
H 4.8153 0.0863 -1.8285
N 2.1063 0.3220 -0.3686
C 2.4066 1.3495 0.2722
C 2.2737 2.5345 -0.5540
N 0.8779 2.8044 -1.1969
C 0.1242 3.2807 -0.4058
C -1.2385 2.6986 -0.2540
C -2.1952 3.3235 0.4185
C -2.0285 4.7768 0.8736
C -0.9286 5.3190 0.9466
C 0.2244 4.6368 0.1647
H 1.1905 5.1003 0.0782
H -0.4220 6.2709 1.2592
F -2.9705 5.2513 1.7466
H -3.1967 2.9733 0.5723
H -1.5163 1.9513 -0.5297
C 0.6988 1.5067 -1.9948
C 0.8076 0.2843 -1.0582
H 0.7591 -0.4930 -1.7346
H 0.2830 0.2490 -0.0143
H -0.2058 1.5586 -2.4583
H 1.5112 1.5521 -2.6420
H 2.5783 3.5462 -0.0178
H 2.8802 2.6354 -1.3097
H 3.5537 1.2224 0.6456
H 1.8557 1.3616 1.1417
H 2.3355 -1.8929 -0.7410
*
```

# 2
A molecular structure, C45H45Cl2FeN5O3P2S4, computed with ωB97M-V/def2-TZVPD.

Output
Expectation value of S²: 8.80
DFT total energy, eV: -182344.47497
E_HOMO (alpha / beta), eV: -5.218 / -5.261
LUMO level (alpha / beta), Ha: 0.07158 / 0.03995

```
! RIJCOSX wB97M-V def2-TZVPD def2/J DEFGRID3
* xyz -1 6
Fe -0.8058 1.3466 0.6710
Cl -1.8324 3.0613 -1.1520
C -2.7039 2.1840 -2.3604
C -3.4910 2.9323 -3.2303
C -4.2394 2.2958 -4.1999
C -4.2071 0.9101 -4.3047
C -3.4196 0.1780 -3.4378
C -2.6375 0.7929 -2.4529
P -1.7853 -0.2263 -1.1628
C -3.2434 -1.3296 -0.8555
C -4.3628 -0.7956 -0.2170
C -5.4634 -1.5937 0.0512
C -5.4677 -2.9367 -0.3118
C -4.3667 -3.4699 -0.9651
C -3.2618 -2.6670 -1.2410
C -0.7079 -1.3761 -2.0790
C 0.0616 -2.3656 -1.2306
C 0.5292 -3.5462 -2.0216
C 0.5815 -3.5374 -3.3728
C 0.0779 -2.4351 -4.1097
C -0.5911 -1.3912 -3.4378
H -3.5091 4.0086 -3.1254
H -4.8569 2.8813 -4.8694
H -4.8022 0.4029 -5.0530
H -3.4131 -0.9025 -3.5123
H -4.3559 0.2415 0.0946
H -6.3264 -1.1644 0.5449
H -6.3286 -3.5586 -0.0974
H -4.3615 -4.5105 -1.2683
H -2.4244 -3.0896 -1.7842
H -0.5829 -2.6944 -0.4064
H 0.9380 -4.3796 -1.4601
H 1.0032 -4.3816 -3.9049
H 0.1622 -2.4187 -5.1877
H -1.0623 -0.6129 -4.0247
N 3.1049 1.1801 5.9486
C 2.1599 1.2883 5.2836
N 1.0310 1.4101 4.6265
C 0.7963 1.1917 3.3905
N 0.4583 0.9666 2.2972
S 0.7517 5.2996 -0.5733
P 1.9632 3.7606 -0.5988
S 1.2434 1.8591 -0.6950
C 3.1706 3.8691 0.7633
C 3.9593 5.0173 0.8472
C 4.8495 5.1709 1.8965
C 4.9465 4.1881 2.8783
C 4.1708 3.0431 2.7936
C 3.2882 2.8804 1.7288
C 3.0937 3.8273 -2.0511
C 4.0182 2.8000 -2.2511
C 4.9252 2.8706 -3.2966
C 4.9173 3.9674 -4.1532
C 3.9877 4.9793 -3.9697
C 3.0753 4.9088 -2.9196
H 3.8534 5.7933 0.0980
H 5.4585 6.0648 1.9604
H 5.6152 4.3249 3.7196
H 4.2357 2.2872 3.5668
H 2.6752 1.9925 1.6470
H 4.0154 1.9441 -1.5855
H 5.6432 2.0717 -3.4423
H 5.6359 4.0288 -4.9621
H 3.9731 5.8301 -4.6405
H 2.3433 5.6911 -2.7560
C -2.7131 2.0772 3.7621
S -2.6822 2.6841 2.1100
O -2.9021 1.4656 1.2611
O -3.7236 3.6677 1.9943
O -1.3094 3.1534 1.8364
H -3.6440 1.5274 3.8846
H -2.6586 2.9242 4.4423
H -1.8578 1.4169 3.8991
C 0.9164 -2.5061 4.4847
C -0.5205 -2.0887 4.7502
N -1.4948 -2.9392 4.0594
C -1.8288 -2.7519 2.7658
S -1.4839 -1.3378 1.9401
N -2.4754 -3.7699 2.1342
C -3.2080 -4.8383 2.7972
C -4.4773 -4.3497 3.4886
H 1.6016 -1.8177 4.9823
H 1.1194 -2.4753 3.4127
H 1.1129 -3.5162 4.8534
H -0.6740 -1.0701 4.4029
H -0.7508 -2.1286 5.8153
H -1.6033 -3.8708 4.4275
H -2.8255 -3.4925 1.2266
H -2.5539 -5.3462 3.5102
H -3.4587 -5.5678 2.0276
H -4.2409 -3.6310 4.2742
H -5.0192 -5.1873 3.9325
H -5.1284 -3.8550 2.7656
Cl 3.6217 -3.7207 0.1016
C 3.6209 -2.5207 -1.1793
C 4.7454 -2.4704 -1.9898
C 4.8046 -1.5436 -3.0172
C 3.7450 -0.6688 -3.2139
C 2.6320 -0.7348 -2.3928
C 2.5362 -1.6654 -1.3559
C 1.2992 -1.7286 -0.4972
H 5.5641 -3.1531 -1.8080
H 5.6799 -1.5017 -3.6536
H 3.7850 0.0704 -4.0043
H 1.8171 -0.0389 -2.5364
H 1.0416 -0.7254 -0.1559
H 1.4880 -2.3340 0.3861
*
```